No. 1
Formula: C16H19BrN3O6RuSSbSe4
Source: the Open Molecules 2025 dataset
Level of theory: wB97M-V/def2-TZVPD

Element x y z (Å)
Ru (-1.7759, 0.1692, 1.1270)
Se (-1.6424, 0.1063, 7.4057)
Sb (-1.2512, 1.7871, 5.6562)
Se (-1.2979, 2.3294, 2.1798)
Se (-2.4616, 0.7753, 3.5115)
Se (0.3755, 0.0965, 6.3731)
Br (-2.4653, -2.5439, 1.8173)
C (-0.6481, -2.1884, 2.2572)
C (0.1945, -3.2179, 2.6155)
C (1.5248, -2.8999, 2.8252)
C (1.9370, -1.5823, 2.6826)
C (1.0050, -0.6239, 2.3410)
N (-0.2833, -0.9175, 2.1301)
H (-0.1822, -4.2248, 2.7104)
H (2.2309, -3.6742, 3.0946)
H (2.9651, -1.2919, 2.8439)
H (1.2606, 0.4233, 2.2640)
N (1.3032, -3.5557, -1.4033)
C (0.1143, -2.8734, -1.3460)
N (-0.7639, -3.1004, -2.3687)
O (-0.1534, -2.1456, -0.3976)
H (1.6238, -3.9788, -2.2546)
H (1.9903, -3.2820, -0.7244)
H (-0.3892, -3.4676, -3.2275)
H (-1.3838, -2.3114, -2.5072)
C (-3.0225, 3.1114, -0.9345)
S (-3.8980, 1.5583, -0.8294)
C (-5.5386, 2.2227, -0.5831)
O (-3.6304, 0.9992, 0.5719)
H (-3.4108, 3.6537, -1.7971)
H (-1.9721, 2.8708, -1.0736)
H (-3.1730, 3.6630, -0.0077)
H (-5.8583, 2.7259, -1.4951)
H (-5.5275, 2.9072, 0.2635)
H (-6.1943, 1.3792, -0.3782)
O (-0.9460, -0.3310, -2.8872)
C (-0.5968, 0.2400, -1.8560)
O (-1.4121, 0.5494, -0.9060)
C (0.8473, 0.6629, -1.7279)
C (1.3607, 1.1353, -0.5318)
C (2.6998, 1.5195, -0.4037)
C (3.4786, 1.4132, -1.5272)
O (4.8023, 1.7304, -1.6736)
C (5.1341, 1.4288, -3.0300)
O (3.9608, 0.9479, -3.6787)
C (2.9703, 0.9461, -2.7263)
C (1.6647, 0.5630, -2.8649)
H (0.6955, 1.2123, 0.3133)
H (3.1007, 1.9003, 0.5265)
H (5.9039, 0.6539, -3.0489)
H (5.4786, 2.3381, -3.5264)
H (1.2565, 0.1911, -3.7938)

## Properties
- F_max: 0.046 hartree/bohr
- Kohn-Sham gap: 6.5 eV
- HOMO: -7.0 eV

***

No. 2
Formula: C16H19Cl2N2O
Source: the Open Molecules 2025 dataset
Level of theory: wB97M-V/def2-TZVPD

Element x y z (Å)
C (2.9477, 1.9578, 0.0438)
C (3.4914, 0.9911, -0.9821)
N (2.8657, -0.3521, -0.9028)
C (1.4529, -0.3231, -1.1175)
C (0.9546, -0.1066, -2.3709)
C (-0.4216, -0.0263, -2.6094)
C (-1.3136, -0.1507, -1.5825)
C (-0.8625, -0.4046, -0.2772)
C (-1.7853, -0.5548, 0.7978)
C (-3.2643, -0.3875, 0.5567)
Cl (-4.2159, -1.1744, 1.8473)
C (-3.6653, 1.0912, 0.4147)
C (-4.6148, 1.3755, -0.7583)
C (-1.3010, -0.7983, 2.0297)
N (0.0404, -0.9308, 2.2176)
C (0.9644, -0.8246, 1.2735)
C (2.3531, -1.1199, 1.7364)
C (2.8685, -2.5112, 1.4363)
O (3.7751, -2.9870, 2.0295)
Cl (2.1187, -3.3666, 0.0924)
C (0.5416, -0.5084, -0.0339)
H (1.8608, 2.0077, 0.0434)
H (3.3059, 2.9559, -0.1890)
H (3.2860, 1.7241, 1.0503)
H (3.3862, 1.4115, -1.9835)
H (4.5534, 0.8476, -0.8049)
H (3.2664, -0.9293, -1.6326)
H (1.6433, 0.0214, -3.1924)
H (-0.7956, 0.1501, -3.6054)
H (-2.3645, -0.0529, -1.7947)
H (-3.5391, -0.9318, -0.3382)
H (-2.7540, 1.6716, 0.2872)
H (-4.1037, 1.4147, 1.3515)
H (-4.8261, 0.4819, -1.3384)
H (-5.5569, 1.7805, -0.4081)
H (-4.1869, 2.1129, -1.4295)
H (-1.9281, -0.9283, 2.8923)
H (0.3521, -1.1626, 3.1506)
H (3.0492, -0.4281, 1.2822)
H (2.4217, -1.0355, 2.8178)

## Properties
- Charge: +1
- SMILES string: CCNc1cccc2c([C@@H](Cl)CC)c[nH+]c(CC(=O)Cl)c12
- F_max: 0.016 hartree/bohr
- Kohn-Sham gap: 8.2 eV
- HOMO: -12.7 eV

***

No. 3
Formula: C16H19ClSi
Source: the Open Molecules 2025 dataset
Level of theory: wB97M-V/def2-TZVPD

Element x y z (Å)
C (-0.4666, -1.2768, 2.1159)
C (-1.2821, -1.2864, 0.8531)
C (-2.6955, -0.8476, 1.3290)
C (-1.2528, -2.6439, 0.2310)
Si (-0.5724, 0.0011, -0.3640)
Cl (-2.1463, 0.3763, -1.6464)
C (0.6497, -0.7086, -1.5094)
C (0.4534, -0.4655, -2.8562)
C (1.3905, -0.7938, -3.7887)
C (2.5402, -1.3249, -3.2786)
C (2.8151, -1.6224, -1.9539)
C (1.8230, -1.3002, -1.0247)
C (-0.2892, 1.5602, 0.5865)
C (1.0421, 1.7361, 1.0328)
C (1.4648, 2.8568, 1.6104)
C (0.5937, 3.9548, 1.6048)
C (-0.7927, 3.8328, 1.2337)
C (-1.1644, 2.5778, 0.6590)
H (-1.0235, -1.7203, 2.9526)
H (-0.1858, -0.2823, 2.4084)
H (0.5162, -1.7498, 2.0250)
H (-2.6873, 0.2544, 1.4212)
H (-3.0610, -1.3099, 2.2796)
H (-3.3170, -1.2725, 0.5350)
H (-0.1920, -2.9986, 0.1248)
H (-1.6438, -2.6836, -0.7311)
H (-1.8890, -3.3053, 0.8318)
H (-0.4752, 0.1006, -3.0929)
H (1.4257, -0.3011, -4.8151)
H (3.3588, -1.3450, -3.9654)
H (3.6788, -2.1683, -1.5797)
H (1.8869, -1.5958, -0.0101)
H (1.6487, 0.8945, 1.1032)
H (2.4291, 2.9053, 2.0800)
H (0.9420, 4.8828, 2.0022)
H (-1.4171, 4.6081, 1.4226)
H (-2.1048, 2.4609, 0.1737)

## Properties
- SMILES string: CC(C)(C)[Si](Cl)(c1ccccc1)c1ccccc1
- F_max: 0.111 hartree/bohr
- Kohn-Sham gap: 9.9 eV
- HOMO: -9.2 eV

***

No. 4
Formula: C16H19F3N2O5
Source: the Open Molecules 2025 dataset
Level of theory: wB97M-V/def2-TZVPD

Element x y z (Å)
C (-0.2079, -2.8512, 1.9646)
C (-1.0439, -1.7544, 1.3259)
O (-0.2425, -0.5798, 1.1346)
C (0.3845, -0.4598, -0.0150)
O (0.2442, -1.1413, -0.9924)
C (1.2888, 0.8087, -0.0251)
N (0.7871, 1.8970, -0.8339)
C (-0.3374, 1.6452, -1.7282)
C (-1.6427, 1.3531, -1.0231)
C (-2.0990, 2.2003, -0.0236)
C (-3.2665, 1.9434, 0.6895)
C (-3.9636, 0.8093, 0.3552)
C (-3.5244, -0.0383, -0.6629)
C (-2.3729, 0.2112, -1.3660)
O (-4.3969, -1.0872, -0.7882)
C (-5.4037, -0.8705, 0.1767)
O (-5.1215, 0.3126, 0.8929)
N (2.5782, 0.4080, -0.5617)
C (3.1096, -0.8049, -0.2659)
O (2.5300, -1.5785, 0.4670)
C (4.4383, -1.1280, -0.9125)
C (5.3085, 0.0691, -1.2768)
C (1.5154, 1.3436, 1.4085)
F (1.9610, 0.4539, 2.2834)
F (2.4362, 2.3323, 1.3741)
F (0.4111, 1.9003, 1.9260)
H (0.6644, -3.0459, 1.3459)
H (-0.7985, -3.7579, 2.0588)
H (0.1338, -2.5369, 2.9470)
H (-1.4336, -2.0721, 0.3542)
H (-1.8626, -1.4353, 1.9745)
H (0.6028, 2.7181, -0.2704)
H (-0.0684, 0.8113, -2.3776)
H (-0.4337, 2.5466, -2.3410)
H (-1.5387, 3.0899, 0.2222)
H (-3.6066, 2.6006, 1.4713)
H (-2.0332, -0.4603, -2.1365)
H (-6.3806, -0.7740, -0.3241)
H (-5.4369, -1.7239, 0.8728)
H (3.0248, 1.0612, -1.1849)
H (4.2154, -1.7175, -1.8061)
H (4.9675, -1.7846, -0.2196)
H (4.8977, 0.6255, -2.1168)
H (5.4191, 0.7391, -0.4272)
H (6.2979, -0.2780, -1.5656)

## Properties
- Energy above the lowest of the compared OMol25 structures with the same formula, charge and spin: 0.202 eV
- SMILES string: CCOC(=O)[C@](NCc1ccc2c(c1)OCO2)(NC(=O)CC)C(F)(F)F
- F_max: 0.024 hartree/bohr
- Kohn-Sham gap: 8.9 eV
- HOMO: -8.1 eV

***

- Look up the HOMO of the first one.
  -7.0 eV

***

Please write out number 1 again, unchanged.
Formula: C16H19BrN3O6RuSSbSe4
Source: the Open Molecules 2025 dataset
Level of theory: wB97M-V/def2-TZVPD

Element x y z (Å)
Ru (-1.7759, 0.1692, 1.1270)
Se (-1.6424, 0.1063, 7.4057)
Sb (-1.2512, 1.7871, 5.6562)
Se (-1.2979, 2.3294, 2.1798)
Se (-2.4616, 0.7753, 3.5115)
Se (0.3755, 0.0965, 6.3731)
Br (-2.4653, -2.5439, 1.8173)
C (-0.6481, -2.1884, 2.2572)
C (0.1945, -3.2179, 2.6155)
C (1.5248, -2.8999, 2.8252)
C (1.9370, -1.5823, 2.6826)
C (1.0050, -0.6239, 2.3410)
N (-0.2833, -0.9175, 2.1301)
H (-0.1822, -4.2248, 2.7104)
H (2.2309, -3.6742, 3.0946)
H (2.9651, -1.2919, 2.8439)
H (1.2606, 0.4233, 2.2640)
N (1.3032, -3.5557, -1.4033)
C (0.1143, -2.8734, -1.3460)
N (-0.7639, -3.1004, -2.3687)
O (-0.1534, -2.1456, -0.3976)
H (1.6238, -3.9788, -2.2546)
H (1.9903, -3.2820, -0.7244)
H (-0.3892, -3.4676, -3.2275)
H (-1.3838, -2.3114, -2.5072)
C (-3.0225, 3.1114, -0.9345)
S (-3.8980, 1.5583, -0.8294)
C (-5.5386, 2.2227, -0.5831)
O (-3.6304, 0.9992, 0.5719)
H (-3.4108, 3.6537, -1.7971)
H (-1.9721, 2.8708, -1.0736)
H (-3.1730, 3.6630, -0.0077)
H (-5.8583, 2.7259, -1.4951)
H (-5.5275, 2.9072, 0.2635)
H (-6.1943, 1.3792, -0.3782)
O (-0.9460, -0.3310, -2.8872)
C (-0.5968, 0.2400, -1.8560)
O (-1.4121, 0.5494, -0.9060)
C (0.8473, 0.6629, -1.7279)
C (1.3607, 1.1353, -0.5318)
C (2.6998, 1.5195, -0.4037)
C (3.4786, 1.4132, -1.5272)
O (4.8023, 1.7304, -1.6736)
C (5.1341, 1.4288, -3.0300)
O (3.9608, 0.9479, -3.6787)
C (2.9703, 0.9461, -2.7263)
C (1.6647, 0.5630, -2.8649)
H (0.6955, 1.2123, 0.3133)
H (3.1007, 1.9003, 0.5265)
H (5.9039, 0.6539, -3.0489)
H (5.4786, 2.3381, -3.5264)
H (1.2565, 0.1911, -3.7938)

## Properties
- F_max: 0.046 hartree/bohr
- Kohn-Sham gap: 6.5 eV
- HOMO: -7.0 eV